A molecular structure, C71H69AsF6N4O5P2S3TeTi in a non-equilibrium geometry. Source: the Open Molecules 2025 dataset; level of theory: wB97M-V/def2-TZVPD.

Values from the calculation:
* total charge: -1
* max |F|: 0.05646 hartree/bohr
* ⟨S²⟩: 0.7548
* HOMO (spin up / spin down): -4.14 / -4.21 eV
* frontier orbital gap (spin up / spin down): 6.068 / 6.136 eV
* 2S+1: 2

Cartesian coordinates (Å):
1 Ti -0.40 0.14 -0.81
2 N -2.19 -0.41 0.30
3 C -2.43 -0.67 1.72
4 C -1.29 -0.09 2.55
5 C 0.00 -0.87 2.32
6 N 0.65 -0.49 1.06
7 H -2.61 0.48 0.02
8 H -2.60 -1.13 -0.29
9 H -2.48 -1.75 1.89
10 H -3.39 -0.23 2.04
11 H -1.56 -0.14 3.61
12 H -1.14 0.96 2.25
13 H -0.25 -1.93 2.26
14 H 0.69 -0.72 3.16
15 H 1.22 -1.27 0.72
16 H 1.27 0.31 1.21
17 S 1.14 -1.98 -1.43
18 C 2.16 -1.81 -2.83
19 C 2.75 -2.94 -3.39
20 C 3.58 -2.82 -4.48
21 C 3.81 -1.57 -5.04
22 C 3.24 -0.44 -4.47
23 C 2.44 -0.53 -3.34
24 As 1.62 0.96 -2.39
25 C 1.99 2.43 -3.65
26 C 3.28 2.73 -4.10
27 C 3.49 3.71 -5.05
28 C 2.42 4.46 -5.53
29 C 1.14 4.21 -5.05
30 C 0.93 3.19 -4.13
31 C 3.23 1.27 -1.22
32 C 3.72 0.20 -0.48
33 C 4.75 0.37 0.44
34 C 5.29 1.63 0.65
35 C 4.80 2.71 -0.07
36 C 3.78 2.53 -0.99
37 H 2.54 -3.90 -2.95
38 H 4.04 -3.70 -4.90
39 H 4.42 -1.47 -5.93
40 H 3.39 0.52 -4.94
41 H 4.12 2.17 -3.70
42 H 4.49 3.90 -5.42
43 H 2.58 5.23 -6.27
44 H 0.31 4.80 -5.39
45 H -0.07 2.97 -3.80
46 H 3.31 -0.79 -0.65
47 H 5.12 -0.48 0.98
48 H 6.08 1.78 1.37
49 H 5.23 3.69 0.07
50 H 3.41 3.38 -1.56
51 C -1.95 -4.43 1.34
52 P -1.06 -3.40 0.02
53 C 0.33 -4.59 0.05
54 C 0.46 -5.75 -0.71
55 C 1.55 -6.58 -0.53
56 C 2.50 -6.31 0.44
57 C 2.36 -5.18 1.23
58 C 1.29 -4.33 1.03
59 C -2.03 -3.83 -1.47
60 C -3.41 -3.63 -1.42
61 C -4.19 -3.81 -2.54
62 C -3.61 -4.19 -3.74
63 C -2.24 -4.34 -3.81
64 C -1.44 -4.13 -2.69
65 P -3.74 -4.05 1.83
66 C -4.34 -5.77 1.69
67 C -5.07 -6.39 2.70
68 C -5.55 -7.67 2.54
69 C -5.34 -8.36 1.35
70 C -4.66 -7.73 0.32
71 C -4.18 -6.45 0.48
72 C -3.50 -3.90 3.63
73 C -3.96 -2.74 4.27
74 C -3.71 -2.53 5.60
75 C -2.99 -3.47 6.34
76 C -2.54 -4.63 5.72
77 C -2.79 -4.85 4.38
78 H -1.35 -4.27 2.24
79 H -1.88 -5.49 1.08
80 H -0.29 -6.01 -1.44
81 H 1.65 -7.47 -1.15
82 H 3.34 -6.97 0.58
83 H 3.09 -4.96 2.00
84 H 1.19 -3.45 1.65
85 H -3.87 -3.33 -0.49
86 H -5.26 -3.65 -2.48
87 H -4.22 -4.33 -4.63
88 H -1.78 -4.61 -4.75
89 H -0.37 -4.19 -2.78
90 H -5.25 -5.86 3.63
91 H -6.08 -8.15 3.35
92 H -5.72 -9.36 1.22
93 H -4.50 -8.25 -0.62
94 H -3.66 -5.97 -0.34
95 H -4.52 -2.02 3.69
96 H -4.07 -1.63 6.08
97 H -2.78 -3.30 7.38
98 H -1.99 -5.36 6.29
99 H -2.45 -5.76 3.90
100 C 5.24 6.55 5.50
101 C 4.29 5.75 4.66
102 C 4.05 6.06 3.34
103 C 3.16 5.33 2.56
104 C 2.99 5.76 1.14
105 C 2.47 4.24 3.10
106 Te 1.13 2.91 1.73
107 N 0.04 1.94 0.04
108 C -0.81 2.49 -0.81
109 O -1.64 1.63 -1.32
110 C -0.79 3.85 -1.28
111 C 0.42 4.55 -1.34
112 C 0.47 5.83 -1.85
113 C -0.70 6.44 -2.32
114 C -1.90 5.74 -2.28
115 C -1.95 4.46 -1.79
116 C -0.48 4.28 2.22
117 C -0.59 5.43 1.45
118 C -1.62 6.33 1.62
119 C -2.58 6.10 2.60
120 C -2.45 4.98 3.40
121 C -1.41 4.07 3.24
122 C -1.34 2.91 4.19
123 C 2.74 3.89 4.42
124 C 2.13 2.71 5.11
125 C 3.63 4.65 5.18
126 H 5.70 7.34 4.91
127 H 6.03 5.91 5.89
128 H 4.72 7.00 6.34
129 H 4.57 6.90 2.89
130 H 3.92 6.16 0.75
131 H 2.24 6.54 1.07
132 H 2.68 4.91 0.52
133 H 1.32 4.03 -1.03
134 H 1.41 6.36 -1.90
135 H -0.67 7.44 -2.71
136 H -2.80 6.21 -2.66
137 H -2.87 3.89 -1.78
138 H 0.15 5.63 0.70
139 H -1.69 7.20 0.98
140 H -3.41 6.78 2.73
141 H -3.17 4.81 4.19
142 H -1.31 3.27 5.21
143 H -0.44 2.33 3.99
144 H -2.21 2.27 4.08
145 H 1.74 2.00 4.38
146 H 1.31 3.03 5.76
147 H 2.87 2.21 5.73
148 H 3.82 4.36 6.21
149 F -3.77 -0.39 -2.96
150 C -3.01 -0.42 -4.07
151 F -3.27 0.70 -4.73
152 F -3.44 -1.45 -4.80
153 S -1.22 -0.53 -3.48
154 O -1.42 -1.02 -2.15
155 O -0.76 0.81 -3.66
156 N -0.45 -1.56 -4.35
157 S -0.13 -0.93 -5.78
158 O 1.01 -0.08 -5.84
159 O -1.32 -0.49 -6.42
160 C 0.38 -2.52 -6.65
161 F 1.01 -3.37 -5.84
162 F 1.19 -2.26 -7.68
163 F -0.69 -3.16 -7.13